Entry 1:
Density functional theory data (ωB97M-V/def2-TZVPD) for a cluster of 2 separate species, C6H15BBrF6O8P2Si in total.

Its charge is -1. Its HOMO-LUMO gap is 9.31 eV. The HOMO energy is -7.577 eV.

CARTESIAN COORDINATES (ANGSTROEM)
C (2.165, 2.917, -0.027)
O (2.284, 1.533, -0.337)
B (1.481, 1.098, -1.368)
O (1.440, 1.767, -2.620)
Si (0.333, -0.525, -1.086)
C (1.407, -2.031, -0.612)
C (2.758, -1.617, -0.064)
O (2.954, -1.575, 1.082)
Br (4.253, -1.146, -1.277)
O (-0.772, -0.088, 0.107)
C (-1.837, -1.020, 0.305)
C (-3.235, -0.398, 0.158)
C (-3.325, 1.067, 0.617)
O (-3.777, -0.484, -1.156)
P (-0.605, -1.070, -3.044)
O (-0.974, -2.522, -3.097)
O (-1.889, -0.071, -3.369)
O (0.471, -0.808, -4.285)
H (1.510, 3.081, 0.835)
H (3.154, 3.311, 0.228)
H (1.793, 3.521, -0.866)
H (0.514, 1.975, -2.760)
H (0.902, -2.676, 0.112)
H (1.555, -2.633, -1.523)
H (-1.744, -1.925, -0.323)
H (-1.759, -1.374, 1.344)
H (-3.900, -0.980, 0.818)
H (-3.952, 1.591, -0.115)
H (-2.363, 1.586, 0.644)
H (-3.803, 1.145, 1.595)
H (-3.477, -1.302, -1.554)
H (-1.815, 0.666, -2.752)
H (0.008, -0.263, -4.930)
F (0.788, 0.859, 5.349)
P (1.464, -0.106, 4.186)
F (0.173, 0.498, 3.334)
F (1.251, -1.439, 3.231)
F (2.354, 0.469, 2.918)
F (1.333, -1.284, 5.341)
F (2.879, 0.255, 4.963)

These are the natural (NBO) partial charges, in e, on atoms 1 to 5:
1 C -0.254
2 O -0.707
3 B 0.776
4 O -0.913
5 Si 1.194

Entry 2:
Density functional theory data (ωB97M-V/def2-TZVPD) for the ion C7H7O3 with charge -1.

Its charge is -1. Its HOMO-LUMO gap is 6.78 eV. The HOMO energy is -3.059 eV.

CARTESIAN COORDINATES (ANGSTROEM)
C (-1.579, 1.395, 0.702)
C (-0.872, 0.613, -0.371)
C (-1.378, 0.381, -1.667)
O (-2.423, 0.874, -2.136)
C (0.377, -0.222, -0.010)
C (0.837, 0.061, 1.446)
C (1.273, -1.278, -0.582)
C (1.885, -2.294, -1.231)
O (2.228, -3.056, -2.113)
O (2.516, -1.882, -0.007)
H (-0.847, 2.190, 1.244)
H (-1.989, 0.704, 1.604)
H (-2.366, 2.056, 0.196)
H (-0.590, -0.125, -2.250)
H (-0.093, 0.116, 1.958)
H (1.367, 1.073, 1.457)
H (1.656, -0.604, 1.760)

These are the natural (NBO) partial charges, in e, on atoms 1 to 5:
1 C -0.640
2 C -0.309
3 C 0.339
4 O -0.693
5 C 0.083

Entry 3:
Density functional theory data (ωB97M-V/def2-TZVPD) for a cluster of 4 separate species, C20H43NO8P in total.

Its charge is -1. Its HOMO-LUMO gap is 4.92 eV. The HOMO energy is -2.929 eV.

CARTESIAN COORDINATES (ANGSTROEM)
C (2.900, 1.736, -2.267)
C (1.933, 2.100, -3.385)
C (1.953, 1.108, -4.541)
N (1.186, 3.110, -3.369)
P (-0.445, 3.104, -2.358)
C (-1.317, 4.256, -3.609)
C (-2.648, 3.668, -4.083)
C (-3.796, 3.927, -3.100)
C (-4.437, 2.688, -2.541)
O (-4.700, 1.709, -3.574)
C (-5.695, 0.888, -3.181)
O (-5.525, -0.230, -2.697)
H (3.903, 1.922, -2.639)
H (2.787, 0.702, -1.960)
H (2.675, 2.364, -1.417)
H (2.940, 0.679, -4.700)
H (1.237, 0.324, -4.313)
H (1.631, 1.630, -5.429)
H (-0.856, 1.939, -3.138)
H (0.138, 2.195, -1.358)
H (0.034, 4.231, -1.568)
H (-1.706, 3.057, -1.581)
H (-1.513, 5.214, -3.128)
H (-0.689, 4.439, -4.473)
H (-2.900, 4.153, -5.021)
H (-2.516, 2.611, -4.284)
H (-3.385, 4.465, -2.254)
H (-4.550, 4.572, -3.538)
H (-5.396, 2.960, -2.088)
H (-3.818, 2.254, -1.765)
H (-6.709, 1.283, -3.336)
O (3.455, -2.212, -0.395)
C (4.194, -1.570, 0.297)
O (4.345, -0.259, 0.043)
C (5.054, 0.628, 0.902)
C (6.541, 0.625, 0.616)
C (4.998, -2.216, 1.401)
H (4.834, 0.412, 1.949)
H (4.637, 1.610, 0.686)
H (6.986, -0.352, 0.807)
H (7.049, 1.361, 1.241)
H (6.720, 0.871, -0.430)
H (5.907, -2.638, 0.976)
H (4.411, -3.018, 1.823)
H (5.263, -1.550, 2.219)
O (4.488, -3.856, 4.196)
C (3.555, -4.605, 4.279)
O (3.350, -5.237, 5.452)
C (2.183, -6.013, 5.723)
C (2.320, -7.439, 5.232)
C (2.650, -4.917, 3.107)
H (1.294, -5.523, 5.325)
H (2.088, -6.002, 6.808)
H (2.431, -7.482, 4.148)
H (1.443, -8.023, 5.510)
H (3.203, -7.903, 5.671)
H (3.112, -5.702, 2.511)
H (2.553, -4.027, 2.491)
H (1.648, -5.228, 3.390)
O (-6.124, 1.355, 4.004)
C (-5.753, 1.258, 2.866)
O (-5.971, 0.107, 2.212)
C (-5.725, -0.043, 0.806)
C (-4.284, -0.385, 0.507)
C (-4.994, 2.371, 2.179)
H (-6.055, 0.845, 0.265)
H (-6.374, -0.858, 0.493)
H (-3.608, 0.411, 0.821)
H (-4.152, -0.542, -0.562)
H (-3.989, -1.291, 1.037)
H (-3.939, 2.280, 2.433)
H (-5.365, 3.318, 2.560)
H (-5.095, 2.382, 1.097)

These are the Löwdin partial charges, in e, on atoms 1 to 5:
1 C -0.087
2 C -0.586
3 C -0.082
4 N -0.120
5 P 0.369

Entry 4:
Density functional theory data (ωB97M-V/def2-TZVPD) for a structure of composition CF4InO3P.

As for the spin multiplicity: 2. Its expectation value of S² is 0.753. Its charge is +1. Its HOMO-LUMO gap (spin up / spin down) is 10.02 / 5.84 eV. The HOMO energy (spin up / spin down) is -16.656 / -16.602 eV.

CARTESIAN COORDINATES (ANGSTROEM)
C (-1.336, -1.165, 0.075)
O (-0.924, 0.028, -0.747)
O (-0.260, -1.305, 0.810)
O (-2.377, -1.724, 0.037)
In (-1.602, 2.013, -0.112)
P (0.656, 0.077, -0.050)
F (1.243, 1.287, -0.931)
F (-0.012, 1.280, 0.991)
F (1.872, -0.047, 0.966)
F (1.291, -0.990, -1.083)

These are the natural (NBO) partial charges, in e, on atoms 1 to 5:
1 C 0.958
2 O -0.896
3 O -0.622
4 O -0.456
5 In 1.700